No. 1
The following is a DFT calculation (ωB97M-V/def2-TZVPD) of Br2H2N2 as an isolated structure in a non-equilibrium geometry.

E: -143092.7791 eV
Orbital gap (alpha / beta): 8.84 / 8.84 eV
ΔE to the lowest compared entry with this formula, charge and spin: 60.7 kcal/mol

CARTESIAN COORDINATES (ANGSTROEM)
N: 0.58 -1.02 -0.09
N: 0.54 0.96 0.11
Br: 2.25 -1.45 0.36
Br: 2.16 1.57 -0.36
H: 0.30 -0.88 -1.14
H: 0.29 1.17 1.04

Löwdin population analysis, charges in e, atoms 1 to 4: atom 1 (N): -0.569, atom 2 (N): -0.572, atom 3 (Br): 0.562, atom 4 (Br): 0.566

No. 2
The following is a DFT calculation (ωB97M-V/def2-TZVPD) of one molecule with the formula Br2H4Si2 in a non-equilibrium geometry.

E: -155903.6481 eV
Orbital gap: 7.28 eV
ΔE to the lowest compared entry with this formula, charge and spin: 73.4 kcal/mol

CARTESIAN COORDINATES (ANGSTROEM)
Si: -0.18 -0.83 -1.06
Si: -1.40 1.35 -1.55
Br: -0.06 3.01 -2.12
Br: -1.36 -2.42 -2.33
H: 1.12 -0.93 -1.80
H: 0.11 0.34 0.04
H: 0.04 -2.08 -0.14
H: -2.46 1.90 -0.62

Löwdin population analysis, charges in e, atoms 1 to 4: atom 1 (Si): -0.111, atom 2 (Si): 0.219, atom 3 (Br): 0.215, atom 4 (Br): 0.064

No. 3
The following is a DFT calculation (ωB97M-V/def2-TZVPD) of a 2-piece molecular cluster, Br2H4Si2 overall in a non-equilibrium geometry.

E: -155903.2950 eV
Orbital gap (alpha / beta): 7.73 / 7.73 eV
ΔE to the lowest compared entry with this formula, charge and spin: 81.5 kcal/mol

CARTESIAN COORDINATES (ANGSTROEM)
Si: 0.39 1.10 0.33
Si: -0.01 -0.89 -0.65
Br: -2.26 -1.41 -0.60
Br: 0.31 -0.48 -2.86
H: -0.02 0.09 2.59
H: 1.70 1.76 0.47
H: -0.58 2.09 0.86
H: 0.49 -2.26 -0.15

Löwdin population analysis, charges in e, atoms 1 to 4: atom 1 (Si): 0.435, atom 2 (Si): -0.451, atom 3 (Br): 0.146, atom 4 (Br): 0.190

No. 4
The following is a DFT calculation (ωB97M-V/def2-TZVPD) of one molecule with the formula Br2HOPS in a non-equilibrium geometry.

E: -162273.0716 eV
Orbital gap: 7.19 eV
Structure (SMILES): OP(Br)SBr
ΔE to the lowest compared entry with this formula, charge and spin: 40.7 kcal/mol

CARTESIAN COORDINATES (ANGSTROEM)
O: 0.65 1.54 0.42
P: 1.22 0.19 -0.19
Br: 1.28 -1.09 1.62
S: -0.48 -0.68 -1.54
Br: -2.70 -1.50 -1.48
H: 0.04 1.55 1.17

Löwdin population analysis, charges in e, atoms 1 to 4: atom 1 (O): -0.445, atom 2 (P): 0.265, atom 3 (Br): 0.224, atom 4 (S): -0.133

No. 5
The following is a DFT calculation (ωB97M-V/def2-TZVPD) of Br2Hf as an isolated structure in a non-equilibrium geometry.

E: -141380.7935 eV
Total charge: +1
Orbital gap (alpha / beta): 6.45 / 6.00 eV
Multiplicity: 2

CARTESIAN COORDINATES (ANGSTROEM)
Hf: -8.74 27.77 13.64
Br: -8.87 27.65 16.52
Br: -6.07 28.72 14.49

From a Löwdin analysis of the wavefunction, the atomic charges in e read: atom 1 (Hf): 1.273, atom 2 (Br): -0.124, atom 3 (Br): -0.149

No. 6
The following is a DFT calculation (ωB97M-V/def2-TZVPD) of a 2-piece molecular cluster, Br2IOP overall.

E: -159522.6814 eV
Orbital gap: 8.29 eV
Structure (SMILES): O=PBr.BrI
ΔE to the lowest compared entry with this formula, charge and spin: 27.1 kcal/mol

CARTESIAN COORDINATES (ANGSTROEM)
O: -1.71 -0.34 0.45
P: -0.42 -0.20 -0.21
Br: 0.17 2.03 -0.37
Br: 4.72 -1.44 -0.44
I: 4.63 0.91 0.19

Löwdin population analysis, charges in e, atoms 1 to 4: atom 1 (O): -0.552, atom 2 (P): 0.505, atom 3 (Br): 0.057, atom 4 (Br): -0.202

No. 7
The following is a DFT calculation (ωB97M-V/def2-TZVPD) of Br2NO2S as an isolated structure in a non-equilibrium geometry.

E: -156504.0801 eV
Total charge: -1
Orbital gap (alpha / beta): 5.60 / 5.60 eV
ΔE to the lowest compared entry with this formula, charge and spin: 33.4 kcal/mol

CARTESIAN COORDINATES (ANGSTROEM)
N: -1.36 0.74 -0.49
O: 2.35 -1.15 -0.90
O: 1.75 -0.16 1.23
S: 1.37 -0.32 -0.16
Br: -2.29 1.85 0.74
Br: -1.81 -0.96 -0.42

Löwdin population analysis, charges in e, atoms 1 to 4: atom 1 (N): -1.310, atom 2 (O): -0.495, atom 3 (O): -0.459, atom 4 (S): 0.783

No. 8
The following is a DFT calculation (ωB97M-V/def2-TZVPD) of Br2NO3S as an isolated structure in a non-equilibrium geometry.

E: -158551.4824 eV
Total charge: -1
Orbital gap (alpha / beta): 6.75 / 7.72 eV
ΔE to the lowest compared entry with this formula, charge and spin: 33.0 kcal/mol

CARTESIAN COORDINATES (ANGSTROEM)
N: -0.58 0.33 0.89
O: 1.31 0.09 -0.58
O: -0.80 -0.77 -1.34
O: 0.40 -1.96 0.40
S: 0.18 -0.68 -0.31
Br: -1.12 1.98 -1.03
Br: 0.61 1.01 1.97

Löwdin population analysis, charges in e, atoms 1 to 4: atom 1 (N): -0.745, atom 2 (O): -0.450, atom 3 (O): -0.439, atom 4 (O): -0.374

No. 9
The following is a DFT calculation (ωB97M-V/def2-TZVPD) of one molecule with the formula Br2O2S in a non-equilibrium geometry.

E: -155010.4851 eV
Orbital gap (alpha / beta): 7.74 / 7.74 eV
Structure (SMILES): O=S(=O)(Br)Br
ΔE to the lowest compared entry with this formula, charge and spin: 90.5 kcal/mol

CARTESIAN COORDINATES (ANGSTROEM)
O: 1.44 -1.39 -0.29
S: 0.16 0.09 -0.16
O: 0.49 1.48 -0.57
Br: -0.13 0.21 2.02
Br: -1.96 -0.39 -1.00

Löwdin population analysis, charges in e, atoms 1 to 4: atom 1 (O): -0.472, atom 2 (S): 0.195, atom 3 (O): -0.493, atom 4 (Br): 0.425

No. 10
The following is a DFT calculation (ωB97M-V/def2-TZVPD) of a 2-piece molecular cluster, Br2O4S2 overall in a non-equilibrium geometry.

E: -169941.5460 eV
Orbital gap (alpha / beta): 9.55 / 3.47 eV
ΔE to the lowest compared entry with this formula, charge and spin: 8.9 kcal/mol

CARTESIAN COORDINATES (ANGSTROEM)
O: 2.44 0.96 1.02
O: 1.90 1.70 -1.21
O: -3.93 -2.06 0.68
O: 0.30 0.25 0.05
S: 1.64 0.77 -0.14
S: -2.75 -1.52 -0.04
Br: 2.77 -1.26 -0.79
Br: -3.30 0.39 -0.91

Löwdin population analysis, charges in e, atoms 1 to 4: atom 1 (O): -0.292, atom 2 (O): -0.291, atom 3 (O): -0.637, atom 4 (O): -0.358

No. 11
The following is a DFT calculation (ωB97M-V/def2-TZVPD) of Br2Pb as an isolated structure in a non-equilibrium geometry.

E: -145334.1978 eV
Orbital gap: 7.70 eV
ΔE to the lowest compared entry with this formula, charge and spin: 0.0 kcal/mol

CARTESIAN COORDINATES (ANGSTROEM)
Pb: 1.06 -0.42 -0.07
Br: -0.38 1.13 -2.03
Br: -0.68 -0.71 2.10

From a Löwdin analysis of the wavefunction, the atomic charges in e read: atom 1 (Pb): 0.649, atom 2 (Br): -0.344, atom 3 (Br): -0.305

No. 12
The following is a DFT calculation (ωB97M-V/def2-TZVPD) of a 2-piece molecular cluster, Br3HOSi overall in a non-equilibrium geometry.

E: -220071.0814 eV
Orbital gap: 10.38 eV
Structure (SMILES): O=[Si](Br)Br.Br
ΔE to the lowest compared entry with this formula, charge and spin: 69.4 kcal/mol

CARTESIAN COORDINATES (ANGSTROEM)
O: -0.18 0.73 -2.28
Si: -0.03 1.20 -0.86
Br: -1.34 2.15 0.57
Br: 1.83 0.91 0.30
Br: -0.89 -2.55 1.14
H: 0.62 -2.43 1.12

Löwdin population analysis, charges in e, atoms 1 to 4: atom 1 (O): -0.400, atom 2 (Si): -0.346, atom 3 (Br): 0.392, atom 4 (Br): 0.324

No. 13
The following is a DFT calculation (ωB97M-V/def2-TZVPD) of Br3O2P as an isolated structure in a non-equilibrium geometry.

E: -223506.6281 eV
Orbital gap (alpha / beta): 7.06 / 6.65 eV
Multiplicity: 3
ΔE to the lowest compared entry with this formula, charge and spin: 34.5 kcal/mol

CARTESIAN COORDINATES (ANGSTROEM)
O: 2.68 0.99 0.93
O: -2.33 -0.36 -0.64
P: 2.15 0.53 -0.32
Br: -3.87 -0.88 0.01
Br: 2.51 -1.66 -0.34
Br: -0.77 -0.78 0.14

Löwdin population analysis, charges in e, atoms 1 to 4: atom 1 (O): -0.558, atom 2 (O): -1.257, atom 3 (P): 0.361, atom 4 (Br): 0.706

No. 14
The following is a DFT calculation (ωB97M-V/def2-TZVPD) of Br3O3P as an isolated structure in a non-equilibrium geometry.

E: -225556.8478 eV
Orbital gap: 8.37 eV
ΔE to the lowest compared entry with this formula, charge and spin: 31.4 kcal/mol

CARTESIAN COORDINATES (ANGSTROEM)
O: 0.14 -1.24 2.01
O: -1.78 1.40 -0.67
O: 0.94 1.42 -0.16
P: -0.37 1.16 -0.80
Br: -0.99 -1.57 0.58
Br: 1.97 -1.62 1.79
Br: 0.09 0.46 -2.76

Löwdin population analysis, charges in e, atoms 1 to 4: atom 1 (O): -1.185, atom 2 (O): -0.363, atom 3 (O): -0.375, atom 4 (P): 0.087

No. 15
The following is a DFT calculation (ωB97M-V/def2-TZVPD) of Br3Zn as an isolated structure.

E: -258552.4003 eV
Total charge: -1
Orbital gap: 9.39 eV
ΔE to the lowest compared entry with this formula, charge and spin: 0.0 kcal/mol

CARTESIAN COORDINATES (ANGSTROEM)
Zn: 0.03 0.13 -0.16
Br: 2.18 -0.03 0.93
Br: -0.57 -1.01 -2.10
Br: -1.64 0.91 1.32

From a Löwdin analysis of the wavefunction, the atomic charges in e read: atom 1 (Zn): -0.325, atom 2 (Br): -0.255, atom 3 (Br): -0.188, atom 4 (Br): -0.232

No. 16
The following is a DFT calculation (ωB97M-V/def2-TZVPD) of Br4Ca as an isolated structure in a non-equilibrium geometry.

E: -298617.7337 eV
Total charge: -2
Orbital gap: 7.51 eV
ΔE to the lowest compared entry with this formula, charge and spin: 4.3 kcal/mol

CARTESIAN COORDINATES (ANGSTROEM)
Ca: -0.35 0.21 -0.26
Br: 0.47 -0.06 2.50
Br: 1.38 -1.14 -1.89
Br: -2.48 -1.75 -0.09
Br: 0.98 2.74 -0.26

Löwdin population analysis, charges in e, atoms 1 to 4: atom 1 (Ca): 0.175, atom 2 (Br): -0.562, atom 3 (Br): -0.502, atom 4 (Br): -0.558

No. 17
The following is a DFT calculation (ωB97M-V/def2-TZVPD) of Br5HSi3 as an isolated structure in a non-equilibrium geometry.

E: -373864.9884 eV
Orbital gap: 7.44 eV
ΔE to the lowest compared entry with this formula, charge and spin: 0.0 kcal/mol

CARTESIAN COORDINATES (ANGSTROEM)
Si: -0.80 -0.66 0.20
Si: 0.94 -1.17 -1.51
Si: 1.29 2.40 1.37
Br: -1.60 -2.77 0.50
Br: -0.56 -1.31 -3.28
Br: -0.56 0.28 2.48
Br: 0.61 2.22 -0.86
Br: 2.86 0.82 1.25
H: -2.18 0.18 -0.16

Löwdin population analysis, charges in e, atoms 1 to 4: atom 1 (Si): -0.406, atom 2 (Si): 0.165, atom 3 (Si): -0.114, atom 4 (Br): 0.159

No. 18
The following is a DFT calculation (ωB97M-V/def2-TZVPD) of BrCaCl2 as an isolated structure in a non-equilibrium geometry.

E: -113534.0539 eV
Total charge: -1
Orbital gap: 8.88 eV
ΔE to the lowest compared entry with this formula, charge and spin: 0.0 kcal/mol

CARTESIAN COORDINATES (ANGSTROEM)
Ca: -0.17 0.02 -0.03
Cl: 2.19 0.99 0.84
Cl: -2.34 1.80 -0.15
Br: 0.32 -2.81 -0.67

From a Löwdin analysis of the wavefunction, the atomic charges in e read: atom 1 (Ca): 0.665, atom 2 (Cl): -0.550, atom 3 (Cl): -0.584, atom 4 (Br): -0.530

No. 19
The following is a DFT calculation (ωB97M-V/def2-TZVPD) of one molecule with the formula BrCl3P2 in a non-equilibrium geometry.

E: -126189.6575 eV
Orbital gap: 8.82 eV
Structure (SMILES): ClP(Cl)#P(Cl)Br
ΔE to the lowest compared entry with this formula, charge and spin: 4.6 kcal/mol

CARTESIAN COORDINATES (ANGSTROEM)
Cl: 1.26 0.01 -2.07
P: -0.16 -0.71 -0.93
Cl: -1.81 0.77 -1.51
P: 0.21 0.64 0.90
Cl: 1.89 -0.26 1.54
Br: -1.39 -0.44 2.07

Löwdin population analysis, charges in e, atoms 1 to 4: atom 1 (Cl): 0.116, atom 2 (P): -0.048, atom 3 (Cl): -0.070, atom 4 (P): -0.184

No. 20
The following is a DFT calculation (ωB97M-V/def2-TZVPD) of BrClFHN3O as an isolated structure in a non-equilibrium geometry.

E: -91813.2866 eV
Total charge: -1
Orbital gap (alpha / beta): 5.78 / 5.79 eV
ΔE to the lowest compared entry with this formula, charge and spin: 90.1 kcal/mol

CARTESIAN COORDINATES (ANGSTROEM)
N: 1.36 -1.06 0.93
N: 0.66 -0.25 0.28
N: 0.20 0.81 0.21
O: 2.16 -1.91 0.55
F: -1.09 -0.81 -0.97
Cl: -3.11 0.84 -0.48
Br: 1.42 2.44 0.30
H: -1.61 -0.06 -0.82

Löwdin population analysis, charges in e, atoms 1 to 4: atom 1 (N): -0.046, atom 2 (N): -0.121, atom 3 (N): -0.235, atom 4 (O): -0.021